Below is one molecule with the formula C3H10N4 in a non-equilibrium geometry, with properties calculated with wB97M-V/def2-TZVPD.

```
17
Properties=species:S:1:pos:R:3:forces:R:3
N -0.573994 -0.215930 -0.153313 0.376 -3.133 0.008
N -1.241573 0.832431 -0.289750 -1.137 2.269 0.459
N 0.799206 -0.235701 -0.267731 2.251 2.693 0.625
N -2.476544 0.748075 -0.059667 0.748 -2.480 0.209
C 1.281125 0.860173 -1.150986 -3.601 0.421 -2.152
C -1.044737 -1.552066 0.117438 -2.364 -0.888 1.543
C 1.346097 0.043697 1.139963 -0.498 0.142 0.162
H 2.484729 0.262490 1.106966 -2.078 -0.703 0.157
H 0.769050 0.875672 1.749419 1.165 -1.147 -1.653
H 2.306442 0.668876 -1.404978 0.490 0.346 0.253
H 0.638525 0.808397 -2.215599 1.727 0.013 2.777
H -2.187099 -1.623428 0.420650 2.504 0.540 -0.834
H -0.850865 -2.146797 -0.769813 -0.070 -0.268 0.044
H -2.780498 1.654789 -0.125530 -1.251 2.745 -0.476
H -0.460763 -1.951018 0.985439 -0.526 0.127 -0.838
H 1.022057 -0.899396 1.621486 1.152 0.548 0.449
H 0.968849 1.869731 -0.704001 1.114 -1.227 -0.733
```
Positions in Å, forces in eV/Å.

HOMO (eV): -8.509
Energy above the lowest of the compared OMol25 structures with the same formula, charge and spin (kcal/mol): 99.0
SMILES string: [H]/N=N/N(C)N(C)C
Orbital gap (eV): 9.54
DFT total energy (hartree): -339.170159
Max |F| (Eh/bohr): 0.08200

Now the Löwdin charges, all in e: atom 1 (N): -0.303, atom 2 (N): -0.067, atom 3 (N): -0.224, atom 4 (N): 0.040, atom 5 (C): -0.117, atom 6 (C): -0.041, atom 7 (C): -0.076, atom 8 (H): 0.105, atom 9 (H): 0.111, atom 10 (H): 0.055, atom 11 (H): 0.132, atom 12 (H): 0.110, atom 13 (H): 0.077, atom 14 (H): -0.009, atom 15 (H): 0.074, atom 16 (H): 0.049, atom 17 (H): 0.083